[1]
{"formula": "C42H56N3O29", "method": "ωB97M-V/def2-TZVPD", "species": ["C", "C", "N", "C", "C", "C", "O", "N", "C", "C", "C", "C", "C", "C", "C", "C", "O", "N", "C", "C", "H", "H", "H", "H", "H", "H", "H", "H", "H", "H", "H", "H", "H", "H", "H", "H", "H", "H", "H", "H", "C", "C", "O", "C", "O", "O", "H", "H", "H", "H", "C", "C", "O", "C", "O", "O", "H", "H", "H", "H", "C", "C", "O", "C", "O", "O", "H", "H", "H", "H", "C", "C", "O", "C", "O", "O", "H", "H", "H", "H", "C", "C", "O", "C", "O", "O", "H", "H", "H", "H", "C", "C", "O", "C", "O", "O", "H", "H", "H", "H", "C", "C", "O", "C", "O", "O", "H", "H", "H", "H", "C", "C", "O", "C", "O", "O", "H", "H", "H", "H", "C", "C", "O", "C", "O", "O", "H", "H", "H", "H"], "xyz": [[-3.543686, -3.130797, 1.320098], [-4.149896, -2.935462, 0.308327], [-4.541849, -2.374936, -0.926288], [-3.634572, -2.791096, -2.051986], [-2.146258, -2.669348, -1.737354], [-1.409901, -1.820742, -2.803721], [-1.930357, -0.813632, -3.204232], [-0.115653, -2.253550, -3.228927], [0.854345, -1.613630, -2.331546], [0.941988, -1.929142, -0.986061], [1.843815, -1.273998, -0.145042], [2.651071, -0.288013, -0.696908], [2.589597, 0.000942, -2.054626], [1.697620, -0.654861, -2.874337], [-5.951573, -2.883152, -1.205055], [-6.790756, -1.823400, -1.882409], [-7.758133, -2.181544, -2.504131], [-6.427200, -0.457456, -1.719460], [-7.244342, 0.108984, -0.613912], [-6.748376, 0.274819, -2.969399], [-3.045504, -3.346466, 2.244792], [-4.607847, -1.343711, -0.877975], [-3.838298, -3.821106, -2.340582], [-3.902836, -2.182256, -2.920514], [-1.919329, -2.201110, -0.779194], [-1.699970, -3.665158, -1.762717], [-0.097099, -3.260573, -3.089955], [0.304891, -2.697555, -0.560251], [1.904700, -1.491082, 0.913459], [3.341687, 0.269600, -0.071920], [3.260532, 0.755840, -2.448178], [1.644025, -0.403718, -3.926660], [-5.966013, -3.832363, -1.732315], [-6.403972, -3.073293, -0.226898], [-6.977142, 1.153472, -0.480852], [-7.003736, -0.434480, 0.307442], [-8.317022, -0.006391, -0.786741], [-6.060737, 1.119737, -3.026097], [-6.544204, -0.349706, -3.839480], [-7.789940, 0.595867, -3.012112], [4.790850, -4.373911, -1.512666], [5.410686, -4.221353, -0.146830], [4.270514, -3.982530, 0.687681], [3.189114, -4.507520, 0.060225], [2.115863, -4.618756, 0.565564], [3.486996, -4.877990, -1.203978], [5.334345, -5.063950, -2.148097], [4.687523, -3.420711, -2.035018], [5.909413, -5.131805, 0.191751], [6.112738, -3.392684, -0.096388], [3.915975, -6.658898, 4.146977], [3.182610, -7.971021, 3.986232], [3.496663, -8.336079, 2.639532], [4.651578, -7.715357, 2.301614], [5.269977, -7.939661, 1.310889], [5.010742, -6.806146, 3.238207], [4.273815, -6.494170, 5.160240], [3.314803, -5.801639, 3.838041], [3.556604, -8.745912, 4.658047], [2.108150, -7.874824, 4.120432], [-1.792813, 0.439723, 2.558303], [-2.727403, 1.311575, 3.361355], [-3.539022, 0.332761, 4.047874], [-2.833861, -0.809696, 4.123309], [-3.148193, -1.762849, 4.765895], [-1.710141, -0.746452, 3.358503], [-0.811719, 0.887565, 2.422220], [-2.199821, 0.173142, 1.577468], [-2.210720, 1.907463, 4.089260], [-3.341135, 1.957844, 2.742985], [4.482021, 3.766246, -2.500909], [4.534794, 5.041401, -1.694422], [4.187310, 4.591190, -0.380609], [4.484870, 3.272772, -0.301950], [4.470281, 2.636915, 0.702920], [4.801610, 2.769129, -1.519895], [5.197385, 3.750461, -3.315870], [3.487546, 3.563000, -2.900735], [5.534837, 5.478387, -1.664880], [3.831640, 5.792638, -2.045042], [7.171127, 3.244190, -7.697047], [7.782402, 3.400981, -6.323768], [6.636168, 3.662625, -5.506807], [5.550044, 3.148304, -6.138863], [4.472478, 3.051716, -5.646278], [5.857881, 2.761815, -7.396353], [7.709227, 2.536437, -8.322141], [7.084330, 4.193351, -8.228681], [8.264691, 2.487368, -5.972315], [8.493926, 4.220827, -6.267272], [5.468445, -7.727820, -5.676438], [4.792951, -7.302371, -4.393127], [5.080769, -5.900916, -4.344175], [5.319779, -5.480371, -5.615804], [5.424326, -4.343043, -5.935171], [5.420340, -6.533447, -6.461887], [4.950533, -8.541317, -6.178013], [6.512302, -8.009661, -5.527410], [3.710499, -7.438981, -4.422344], [5.189500, -7.810387, -3.517070], [-2.081137, 6.694653, 5.431699], [-2.499209, 5.657721, 6.444510], [-2.736244, 4.505630, 5.612843], [-2.018186, 4.656301, 4.484509], [-1.866562, 3.795270, 3.667582], [-1.494351, 5.893061, 4.394024], [-1.363552, 7.403640, 5.827482], [-2.928888, 7.241728, 5.015225], [-1.712048, 5.422804, 7.154477], [-3.394723, 5.935442, 6.990036], [-10.190356, 3.087443, -1.834691], [-9.897388, 4.555440, -1.623956], [-9.379136, 4.578637, -0.290613], [-8.887662, 3.351215, -0.012379], [-8.238169, 3.079510, 0.943855], [-9.230546, 2.456686, -0.977814], [-10.055279, 2.772484, -2.866787], [-11.192574, 2.807420, -1.506525], [-9.132666, 4.932642, -2.305413], [-10.782976, 5.180029, -1.705903], [1.699219, 7.425752, 8.475118], [1.312208, 7.758913, 9.897588], [-0.070419, 8.108043, 9.766355], [-0.544511, 7.512192, 8.653079], [-1.694477, 7.463255, 8.347779], [0.459018, 6.971014, 7.920585], [2.459085, 6.651359, 8.411597], [2.035584, 8.299929, 7.915473], [1.396640, 6.901718, 10.567484], [1.883094, 8.586931, 10.309227]], "forces_ev_per_angstrom": [[-0.173, -0.231, 0.164], [1.006, 0.991, -0.030], [-0.848, -1.873, 0.218], [0.797, 0.221, -0.739], [0.381, -0.251, -1.061], [-0.259, 0.264, -0.274], [0.113, -0.029, 0.082], [-0.853, -0.063, 1.146], [0.501, 0.167, -0.599], [-0.137, -0.259, 0.580], [-0.084, 0.321, -0.605], [0.217, 0.038, 0.272], [0.308, 0.242, 0.303], [-0.154, 0.089, -0.248], [-0.343, 0.791, 0.818], [-1.120, -0.025, -0.713], [0.472, -0.110, 0.071], [-0.296, -0.422, -0.332], [0.569, -0.442, 0.681], [0.660, 0.102, -0.179], [-0.121, -0.009, 0.009], [-0.071, 0.109, -0.110], [-0.376, -0.003, 0.493], [-0.019, 0.243, 0.284], [-0.092, -0.072, 0.008], [-0.090, 0.029, 0.470], [0.404, 0.033, 0.018], [0.107, -0.068, -0.052], [-0.077, -0.179, -0.076], [-0.024, -0.071, -0.019], [-0.089, -0.047, -0.085], [-0.088, -0.153, 0.031], [0.308, 0.181, -0.237], [0.008, 0.080, -0.063], [-0.099, -0.036, 0.030], [-0.001, 0.206, 0.024], [0.097, 0.137, -0.231], [-0.286, 0.141, 0.063], [-0.042, -0.029, 0.099], [0.055, -0.009, 0.088], [0.324, 0.128, -0.239], [0.430, -0.034, 0.057], [-0.254, -0.157, -0.248], [0.167, 0.118, 0.117], [-0.169, -0.060, 0.020], [-0.107, 0.053, 0.213], [-0.189, -0.102, -0.022], [-0.068, -0.006, 0.025], [-0.086, -0.025, 0.017], [-0.161, 0.105, 0.169], [-0.128, 0.218, 0.233], [-0.185, -0.064, 0.225], [0.128, 0.138, 0.080], [0.077, -0.040, -0.152], [-0.005, 0.084, -0.069], [-0.131, -0.136, -0.042], [0.197, -0.015, -0.085], [0.002, -0.036, -0.063], [0.046, 0.014, -0.029], [-0.013, -0.052, -0.203], [0.103, 0.152, -0.195], [-0.220, -0.445, -0.118], [0.176, -0.221, -0.250], [-0.103, 0.087, 0.131], [0.027, -0.147, -0.164], [-0.176, -0.019, -0.024], [0.064, -0.146, 0.103], [-0.014, -0.019, 0.026], [0.031, -0.068, 0.203], [-0.172, -0.041, 0.146], [0.026, 0.062, -0.306], [0.022, 0.214, -0.137], [0.058, -0.149, -0.089], [0.007, -0.095, 0.126], [-0.040, -0.044, -0.003], [-0.088, 0.216, 0.124], [0.046, -0.186, 0.064], [0.008, -0.008, 0.017], [0.010, -0.053, 0.030], [-0.095, -0.022, 0.190], [0.190, 0.028, -0.233], [0.325, 0.006, 0.003], [-0.081, -0.052, -0.140], [-0.114, -0.072, -0.071], [-0.003, 0.031, 0.049], [0.078, 0.090, 0.185], [-0.179, -0.117, 0.007], [-0.029, 0.010, 0.046], [-0.058, -0.020, -0.008], [-0.139, 0.089, 0.137], [0.061, -0.272, -0.038], [-0.095, -0.230, 0.196], [0.038, -0.151, -0.220], [0.025, 0.147, -0.115], [-0.002, 0.026, 0.041], [-0.056, 0.038, 0.224], [-0.028, 0.134, -0.153], [-0.004, 0.044, 0.024], [0.009, 0.032, -0.042], [0.049, 0.184, 0.066], [-0.012, 0.286, 0.106], [-0.101, 0.018, 0.149], [0.067, 0.067, -0.153], [0.044, 0.027, -0.070], [0.239, 0.754, -0.002], [-0.124, -0.131, 0.025], [0.160, -0.103, -0.127], [-0.015, -0.072, -0.031], [0.039, -0.083, -0.077], [-0.082, -0.187, -0.070], [-0.207, -0.059, -0.211], [-0.107, 0.188, -0.211], [0.001, -0.243, -0.080], [0.052, 0.102, 0.191], [0.072, -0.089, -0.041], [-0.098, 0.235, -0.081], [0.147, -0.115, 0.072], [0.022, 0.025, 0.046], [0.023, -0.037, 0.025], [0.034, 0.046, 0.204], [0.330, 0.006, -0.044], [0.245, 0.011, 0.194], [0.038, -0.107, -0.180], [-0.089, 0.088, 0.128], [0.059, 0.164, 0.113], [-0.080, 0.080, 0.109], [-0.155, -0.121, -0.100], [-0.060, 0.015, 0.010], [-0.043, -0.018, -0.038], [-0.193, 0.107, 0.009]], "orbital_gap_ev": 8.89, "total_charge": 1, "energy_ev": -108301.375, "e_homo_ev": -11.0}



[2]
{"formula": "C14H36F3MgO7S5", "method": "ωB97M-V/def2-TZVPD", "species": ["Mg", "C", "O", "O", "C", "F", "F", "F", "C", "C", "H", "H", "H", "H", "H", "H", "C", "S", "O", "C", "H", "H", "H", "H", "H", "H", "C", "S", "O", "C", "H", "H", "H", "H", "H", "H", "C", "S", "O", "C", "H", "H", "H", "H", "H", "H", "C", "S", "O", "C", "H", "H", "H", "H", "H", "H", "C", "S", "O", "C", "H", "H", "H", "H", "H", "H"], "xyz": [[23.361098, -18.904394, 12.135632], [23.152524, -21.452081, 14.149348], [23.966182, -22.034490, 13.080404], [22.734666, -20.206575, 13.562526], [22.115430, -22.496604, 14.790443], [22.791913, -23.481721, 15.419106], [21.368442, -22.078350, 15.776178], [21.268262, -22.965067, 13.864291], [25.136272, -22.828926, 13.433133], [25.487095, -23.841900, 12.324100], [26.351197, -24.465779, 12.552555], [24.654619, -24.504743, 12.088041], [25.815229, -23.233707, 11.481172], [25.064371, -23.359894, 14.382344], [25.960183, -22.137324, 13.609032], [23.892474, -21.254041, 14.924825], [24.494388, -15.668242, 15.160055], [23.118312, -16.907958, 14.791130], [23.420032, -17.497980, 13.419728], [23.647984, -17.980613, 16.243733], [24.238032, -15.036298, 16.010362], [24.608280, -14.883340, 14.412352], [25.455330, -16.178363, 15.093240], [22.970682, -18.810342, 16.445992], [23.645251, -17.477179, 17.210510], [24.651868, -18.361854, 16.056710], [19.295697, -19.699604, 11.880588], [20.367767, -18.816143, 10.673465], [21.654651, -18.525827, 11.434642], [20.676903, -20.231761, 9.489051], [18.611515, -20.377868, 11.370738], [18.691670, -18.933445, 12.366646], [19.808722, -20.311307, 12.622696], [21.105253, -19.853444, 8.560877], [19.752020, -20.733570, 9.204662], [21.334760, -20.999316, 9.896688], [25.645428, -16.323577, 9.288550], [23.913187, -16.532084, 9.816289], [23.963552, -17.539788, 10.985454], [23.983350, -14.923148, 10.698087], [25.822692, -15.487249, 8.612360], [25.953926, -17.263419, 8.830687], [26.232693, -16.125501, 10.185194], [24.520201, -15.047276, 11.638555], [22.930732, -14.650274, 10.773139], [24.520884, -14.149731, 10.149468], [26.865072, -17.074215, 12.844405], [26.288739, -18.755563, 13.450123], [25.162353, -19.163593, 12.504644], [27.834251, -19.594916, 12.864261], [26.065999, -16.332929, 12.835685], [27.336529, -17.177267, 11.867062], [27.579712, -16.697833, 13.576335], [28.627580, -19.012379, 13.332630], [28.007516, -19.653136, 11.789692], [27.734171, -20.628664, 13.195094], [26.017470, -20.827775, 9.751703], [24.173987, -20.932357, 9.646717], [23.631163, -20.014961, 10.694965], [24.053365, -20.050011, 7.975803], [26.421758, -21.023447, 10.744866], [26.333512, -19.795880, 9.598706], [26.446535, -21.476663, 8.988188], [24.329958, -20.706447, 7.150765], [24.575929, -19.106286, 7.819558], [23.056616, -19.748408, 7.653888]], "forces_ev_per_angstrom": [[-0.797, 0.562, 0.128], [2.179, -0.566, -0.200], [-1.875, -0.152, 0.376], [0.005, -3.050, 1.089], [-0.285, -0.431, -0.426], [0.804, -0.110, -1.626], [-0.843, 2.192, 0.581], [0.781, -0.194, -0.168], [0.641, -0.410, 0.698], [-0.189, 1.183, -0.003], [-0.072, 0.134, 0.557], [-0.005, 0.247, -0.117], [-0.362, -0.342, -0.482], [-0.765, 0.067, 0.050], [0.175, 0.217, -0.295], [-0.355, 0.276, 0.568], [-0.517, 0.031, -1.258], [0.664, 1.115, 1.047], [0.094, 1.179, 2.886], [0.029, -0.534, -0.580], [0.211, -0.865, 0.631], [-0.696, -0.281, -0.729], [-0.114, -0.145, 0.946], [-0.194, -0.067, -0.701], [0.034, 0.845, -0.409], [0.001, 0.010, -0.072], [-0.383, 0.082, -0.382], [0.317, -1.550, 0.510], [-2.591, 0.053, -0.780], [0.020, 0.136, 0.189], [-0.002, 0.201, -0.304], [0.159, -0.009, 0.075], [0.539, 0.313, -0.193], [0.022, 0.300, 0.259], [-0.281, 0.354, 0.274], [-0.005, 0.268, 0.349], [0.146, -0.742, 0.056], [1.306, 0.119, 2.242], [1.128, 3.202, -3.326], [-0.783, 0.014, -0.614], [-0.500, -0.121, -0.173], [0.162, 0.108, -0.046], [-0.094, -0.198, 0.026], [-0.440, -0.372, 0.040], [0.211, 0.314, 0.628], [-0.207, -0.176, -0.385], [-0.162, -0.384, 0.649], [0.372, 0.956, -2.195], [3.319, -0.910, 1.482], [-0.902, -0.085, 0.419], [-0.289, -0.513, -0.163], [-0.139, -0.087, 0.112], [0.265, -0.235, -0.002], [0.148, -0.469, 0.182], [-0.478, 0.603, -0.068], [0.421, 0.134, 0.406], [-0.205, 0.657, -0.046], [0.864, 0.849, -1.034], [0.162, -2.150, -2.066], [-0.316, 0.118, -0.338], [-0.625, -0.684, 0.025], [-0.281, 0.105, -0.441], [-0.059, -0.040, 0.098], [0.459, -0.446, 0.399], [0.686, -0.162, 0.768], [-0.512, -0.461, 0.878]], "orbital_gap_ev": [10.53, 5.73], "total_charge": 2, "energy_ev": -97190.319, "e_homo_ev": [-14.8, -14.8], "multiplicity": 2}